C3H7NOS in the gas phase at a distorted geometry, computed with the ωB97M-V functional and the def2-TZVPD basis.

Values from the calculation:
* energy relative to the best compared isomer or geometry (same formula, charge and spin): 295.2 kJ/mol
* molecular weight: 105.2 g mol⁻¹
* E_tot: -646.5995 Eh
* structure (SMILES): C=NOCSC
* E_HOMO: -8.83 eV
* LUMO energy: 0.0376 Eh

ORCA input file:
```
! wB97M-V def2-TZVPD RIJCOSX def2/J DEFGRID3
* xyz 0 1
S 1.98 -0.79 -0.35
O -0.64 -0.27 -0.41
N -1.85 -0.39 0.31
C -2.82 0.12 -0.34
C 0.31 -1.06 0.20
C 2.27 0.94 0.09
H 1.35 1.51 -0.22
H 3.06 1.21 -0.56
H -3.75 0.13 0.22
H 2.46 1.10 1.17
H -2.73 0.55 -1.37
H 0.23 -0.93 1.29
H 0.13 -2.11 -0.04
*
```



C5H7NO in the gas phase at a distorted geometry, computed with the ωB97M-V functional and the def2-TZVPD basis.

Values from the calculation:
* energy relative to the best compared isomer or geometry (same formula, charge and spin): 159.2 kJ/mol
* molecular weight: 97.1 g mol⁻¹
* E_tot: -324.6638 Eh
* structure (SMILES): C=C1C(=O)N[C@H]1C
* E_HOMO: -9.81 eV
* LUMO energy: 0.0304 Eh

ORCA input file:
```
! wB97M-V def2-TZVPD RIJCOSX def2/J DEFGRID3
* xyz 0 1
O -2.79 -0.14 -0.40
N -0.76 -1.23 0.27
C -0.49 0.79 0.13
C 1.54 -0.83 -0.52
C 0.42 -0.41 0.45
C -1.64 -0.18 -0.08
C -0.46 2.10 0.13
H 0.98 -1.27 -1.37
H -1.48 2.47 -0.17
H 2.16 0.05 -0.82
H 0.41 2.72 0.37
H -0.78 -2.18 0.47
H 2.25 -1.49 0.06
H 0.64 -0.40 1.45
*
```